C20H17Br6F3 | wB97M-V/def2-TZVPD

Computed properties:
- maximum force (Eh/bohr) = 0.0123
- molar mass (g/mol) = 793.8
- orbital gap (eV) = 9.45
- energy above the lowest of the compared OMol25 structures with the same formula, charge and spin (kcal per mole) = 0.0
- E_HOMO (eV) = -9.33
- energy (eV) = -449422.301

Cartesian coordinates (Å):
1 F -4.8342 6.8387 0.7813
2 C -3.7466 6.2105 1.2830
3 C -3.8532 4.9224 1.7633
4 C -2.7214 4.3325 2.3069
5 C -1.5206 5.0120 2.3997
6 C -1.4637 6.3386 1.9628
7 C -2.5832 6.9482 1.4340
8 H -4.7637 4.3454 1.6741
9 H -2.7831 3.3281 2.7112
10 H -0.6571 4.5264 2.8316
11 H -0.5616 6.9132 2.1340
12 H -2.6194 7.9936 1.1564
13 F 2.2535 -6.9721 -2.4166
14 C 2.5249 -6.4540 -1.1949
15 C 3.8048 -6.5653 -0.6993
16 C 4.0630 -6.0510 0.5627
17 C 3.0543 -5.4083 1.2721
18 C 1.7803 -5.3209 0.7504
19 C 1.5033 -5.8274 -0.5041
20 H 4.5653 -7.0602 -1.2886
21 H 5.0496 -6.1055 1.0028
22 H 3.2583 -5.0065 2.2559
23 H 1.0117 -4.7882 1.2960
24 H 0.5401 -5.7385 -0.9887
25 F 1.2802 -1.8748 0.6258
26 C 0.6439 -0.6854 0.6144
27 C 0.8968 0.2017 -0.4159
28 C 0.2491 1.4292 -0.4077
29 C -0.6278 1.7610 0.6057
30 C -0.8945 0.8243 1.5982
31 C -0.2443 -0.3980 1.6307
32 H 1.5546 -0.0912 -1.2228
33 H 0.4565 2.1363 -1.2016
34 H -1.1274 2.7194 0.6472
35 H -1.5503 1.0950 2.4176
36 H -0.4744 -1.0915 2.4272
37 C 2.6106 -3.4123 -3.7498
38 Br 1.5915 -2.1534 -4.7796
39 Br 2.7274 -2.8721 -1.9160
40 Br 4.3623 -3.7260 -4.5023
41 H 2.1017 -4.3640 -3.8037
42 C -2.9337 2.8196 -2.0933
43 Br -1.5480 3.6365 -3.1271
44 Br -3.0590 0.9427 -2.3676
45 Br -4.6154 3.6888 -2.4108
46 H -2.7013 3.0026 -1.0545